Formula: C6H12O5P
Source: the Open Molecules 2025 dataset
Level of theory: ωB97M-V/def2-TZVPD

```
24
Properties=species:S:1:pos:R:3:forces:R:3
C -1.967 1.262 -0.217 0.6 1.7 -0.3
C 1.589 -0.413 -0.029 -0.7 -2.2 0.2
C -1.706 -1.143 -0.897 -0.8 1.7 -0.3
C -1.204 -0.271 1.460 -1.3 -3.5 -0.1
C 0.641 0.460 -0.841 -2.9 0.5 6.4
C -1.195 -0.003 -0.087 3.0 1.7 0.1
O -1.246 2.309 0.103 -2.5 -1.4 0.2
O -3.175 1.215 -0.546 0.6 0.7 0.2
O 2.850 -0.380 -0.671 0.8 -1.2 -0.4
O -3.053 -1.369 -0.822 -3.8 1.4 0.8
O -0.505 0.590 2.345 -0.6 -0.5 -1.5
P 0.823 2.289 -0.608 1.4 0.6 1.3
H 1.812 -0.302 1.079 -1.1 1.0 -1.2
H 1.096 -1.509 -0.009 1.6 1.9 -0.6
H -1.526 -1.004 -1.916 1.0 0.8 -2.0
H -1.258 -2.034 -0.690 1.6 -2.6 1.1
H -0.786 -1.361 1.460 -0.6 1.7 0.9
H -2.363 -0.331 1.800 2.5 0.0 -0.9
H 0.527 0.284 -1.832 0.0 -1.3 -2.9
H 3.137 0.534 -0.791 -0.5 0.1 0.2
H -3.554 -0.433 -0.829 1.9 -2.1 0.1
H -0.675 1.385 1.821 0.5 1.2 0.4
H 2.254 2.317 -0.857 0.5 -0.5 -0.7
H 1.379 2.253 0.786 -1.2 0.1 -1.0
```
Forces are in eV/Å.

Results
ΔE to the lowest compared entry with this formula, charge and spin = 35.2 kJ/mol
Gap between HOMO and LUMO = 8.2 eV
Net charge = -1